133
Properties=species:S:1:pos:R:3:mulliken_charge:R:1 method="wB97M-V/def2-TZVPD" multiplicity=4 gap_ha="0.246 / 0.103" charge=+1 s_squared=3.79 homo_energy_ha="-0.3498 / -0.3503" total_energy_ev=-85789.5833
V 2.3426 3.7948 -2.1011 0.8728
O 4.5701 3.4076 -1.5407 -0.8144
O 0.2402 -0.5637 4.3107 -0.5180
O 1.4624 2.2824 -0.9386 0.2183
O 0.4896 4.5199 -2.9774 -0.6708
O 2.6486 2.5074 -3.8194 -0.3688
O 2.2486 5.3997 -0.6398 -0.2284
O 2.5165 -5.4174 -1.7044 -0.3677
O -6.5831 0.6073 1.4988 -0.4355
O -1.4710 -0.7432 -4.4188 -0.5770
N -5.4494 1.4082 1.8628 0.3283
N 2.2501 -5.2809 -0.2725 0.9945
C 1.1467 -4.3840 -0.0057 1.5754
C -1.1578 -1.8472 -3.6578 1.3556
C 5.3366 2.4593 -0.8170 -0.4186
C 1.9617 0.9462 3.7305 -1.3963
C 2.1157 5.1642 0.7788 1.2364
C -3.4661 2.6002 0.9922 -0.8074
C -4.3689 -0.2804 3.2449 -1.6368
C 0.9562 0.9738 -0.7120 -0.0170
C -0.3727 1.0457 0.0209 0.6232
C -3.6824 2.1805 3.4512 -1.5587
C -5.4960 2.4712 -0.3613 -2.0870
C 4.2065 -6.6157 0.3851 -1.8787
C 1.8863 0.1971 -4.3510 -0.8402
C 1.5821 -0.5867 3.7261 1.2729
C -4.8791 1.1756 3.1741 1.4463
C -2.2156 -1.8924 -2.4356 -1.0818
C 0.8785 -4.2275 1.5063 -0.9693
C 1.6197 -3.0636 -0.5995 -2.2032
C 2.4193 -1.4775 4.7452 -1.1421
C 1.1860 -5.4169 2.2839 -1.0066
C -0.8306 4.8851 -3.0504 -0.4963
C 1.5385 1.7179 -4.4041 1.0352
C 2.9103 6.2248 1.4936 -1.3013
C -1.4155 -3.1964 -4.4494 -1.5170
C -1.8717 3.6861 -3.2050 -0.7278
C -6.0281 1.3553 4.2618 -1.8305
C 2.7212 -6.3901 0.5990 1.1358
C 1.9111 -7.6810 0.3678 -1.5623
C 4.9560 2.2018 0.5658 -0.5729
C -3.9509 0.3948 -0.0496 -1.6477
C -2.7064 2.4081 2.2577 0.3253
C 0.6328 5.3363 1.1043 -1.7161
C 2.6421 -5.8537 2.0376 -1.2559
C -0.1539 -4.9721 -0.6344 -1.4259
C 1.3993 2.1797 -5.8817 -1.2294
C -4.6466 1.7173 0.6563 1.5246
H 3.2959 -4.8942 -1.9051 0.3602
H -2.1061 -1.1403 -1.6543 0.1892
H 3.0142 1.2226 3.7941 0.4073
H 1.6677 -0.8529 2.6725 -0.2722
H 4.5110 -6.7804 -0.6484 0.4321
H 6.3712 2.7659 -0.9712 0.3756
H -6.8720 0.6816 4.1135 0.4587
H 3.3261 2.1837 -4.4175 0.4767
H 2.9398 -0.0435 -4.4930 0.4348
H 2.4264 6.3754 2.4586 0.4133
H 1.6315 1.4188 4.6555 0.3967
H -2.7935 2.4952 0.1410 -0.3142
H -1.1245 1.6361 -0.5029 -0.7445
H 0.9256 -2.2507 -0.3863 0.2445
H -0.3560 -5.9954 -0.3180 0.3438
H -3.0452 1.8411 4.2678 0.5956
H 1.6821 1.4663 2.8143 0.0880
H 0.4656 4.8192 2.0492 0.4944
H -0.9002 -3.1595 -5.4092 0.4402
H -3.2558 -2.0088 -2.7398 0.4948
H -1.0852 -4.0511 -3.8591 0.2100
H -1.6595 0.0138 -3.8593 0.2911
H -5.1308 -0.8437 3.7836 0.5280
H -2.1825 1.4685 2.0824 -0.3142
H 0.6058 0.4286 -1.5884 -0.5775
H 0.8325 3.1011 -6.0157 0.2669
H 2.8720 -6.6161 2.7819 0.5680
H -1.0124 -4.3315 -0.4327 0.3845
H -2.1163 -2.8235 -1.8776 0.1947
H 1.6179 -0.2850 -3.4109 -0.1786
H 1.5821 -3.1563 -1.6849 0.6632
H 0.4790 -6.1966 2.0006 0.3956
H -4.9852 3.0859 -1.1025 0.2373
H -0.1877 -4.0015 1.5223 0.6112
H 0.2641 6.3324 1.3489 0.5045
H 5.3546 1.4671 -1.2680 0.1862
H -3.8071 0.6214 -1.1060 0.5265
H -2.8367 4.0878 -2.8961 0.4031
H 2.4755 2.2441 -6.0420 0.3683
H -6.3365 2.3954 4.3677 0.3763
H 0.8874 -7.7008 0.7414 0.3328
H -3.4450 -0.4674 3.7923 0.2113
H 1.4646 -3.3531 1.7891 0.1901
H -2.1859 3.3613 -4.1970 0.3659
H -5.6887 1.0017 5.2354 0.4198
H -0.0114 -5.1297 -1.7035 0.3483
H 4.5664 -7.5089 0.8958 0.4082
H 3.4057 -5.1758 2.4190 0.4015
H -1.6587 2.9112 -2.4687 -0.1260
H -3.8200 3.6304 0.9536 0.5420
H 0.5848 1.9772 -3.9445 -0.5538
H -1.9344 3.1557 2.4403 0.3727
H -0.1015 -1.4547 4.2058 0.3005
H -4.4748 -0.8255 2.3070 0.3046
H -0.0800 4.8123 0.4676 0.2080
H 1.8999 -2.4314 4.6540 0.2457
H 2.3701 -1.1094 5.7699 0.3336
H -0.9022 5.6636 -3.8099 0.3367
H -7.2625 1.2836 1.5496 0.3621
H 1.7512 0.2902 -0.4140 0.3305
H -3.0216 0.0944 0.4343 0.2858
H 3.4622 -1.5125 4.4301 0.3481
H -0.1123 -1.8527 -3.3494 -0.3173
H 0.9312 1.5261 -6.6178 0.3701
H 2.4515 -8.4366 0.9381 0.4740
H 1.4357 -0.3470 -5.1810 0.3780
H 2.1122 6.3497 -0.6637 0.2533
H -0.5933 0.0095 0.2774 0.2400
H 1.9318 -7.8469 -0.7093 0.3816
H 2.6437 -2.8136 -0.3219 0.4916
H -0.9284 5.3394 -2.0644 0.2129
H 3.9131 5.8672 1.7271 0.2817
H -4.6196 -0.4555 0.0843 0.5243
H -2.4560 -3.3207 -4.7494 0.3881
H 2.9518 7.1457 0.9120 0.3823
H 2.2599 4.1259 1.0776 -0.2676
H -0.1476 1.5748 0.9469 -0.0655
H 5.7265 1.6884 1.1410 0.4550
H -6.2224 1.8208 -0.8484 0.4341
H 4.7753 -5.7140 0.6119 0.4386
H 4.0322 1.6362 0.6876 -0.0526
H 0.9998 -5.3268 3.3542 0.4491
H -6.1646 3.1313 0.1912 0.5263
H 4.7779 3.1227 1.1211 0.0599
H -4.0812 3.1848 3.5942 0.3961

=====

12
Properties=species:S:1:pos:R:3:mulliken_charge:R:1 method="wB97M-V/def2-TZVPD" multiplicity=1 gap_ha=0.392 charge=0 homo_energy_ha=-0.3529 total_energy_ev=-6756.8745
O -1.5349 -0.1363 0.0395 -0.3641
N -0.4566 -0.5707 0.9119 -0.2114
C -0.1535 0.2078 -0.1343 0.0490
C 0.5848 1.9766 0.4952 -0.8143
C -0.0015 -1.9903 0.7253 -0.7372
H -0.2441 2.3424 1.0463 0.2847
H 0.9701 -1.7852 1.2207 0.3179
H 0.4632 -0.0535 -0.9712 0.3820
H -0.7482 -2.6338 1.3566 0.2363
H 0.8128 2.7884 -0.2933 0.2769
H 0.1043 -2.4212 -0.2169 0.3406
H 1.4477 1.5440 1.0924 0.2396